A 12-piece molecular cluster, C54H63F12N5O8 overall at a distorted geometry, computed with ωB97M-V/def2-TZVPD.

The geometry in XYZ format:
```
142
Properties=species:S:1:pos:R:3:forces:R:3
C -11.165 17.149 5.453 0.385 0.355 -0.659
C -12.042 17.698 4.310 0.053 0.962 1.987
O -13.095 16.779 4.122 -4.832 -1.239 0.286
C -14.412 17.025 4.680 2.280 4.503 0.696
O -14.698 18.085 5.281 0.935 -3.904 -1.995
C -15.527 15.961 4.432 0.374 -0.783 0.483
F -16.751 16.465 4.446 0.088 0.979 -0.583
F -15.336 15.300 3.293 0.122 0.119 -0.135
F -15.548 15.085 5.437 0.754 -0.337 0.247
H -10.519 17.953 5.807 0.058 -0.071 0.027
H -10.530 16.315 5.154 -0.068 -0.051 -0.115
H -11.784 16.827 6.291 -0.166 0.065 -0.090
H -11.585 17.982 3.362 0.077 -0.838 0.080
H -12.436 18.639 4.694 -0.313 0.134 -0.034
C -20.095 14.418 4.927 -1.154 -0.245 0.597
C -21.457 15.039 5.312 1.247 1.113 -0.200
O -22.402 14.210 5.994 -0.389 -0.799 0.833
C -23.192 13.358 5.355 1.281 1.216 -4.757
O -23.218 13.263 4.119 0.025 -0.264 2.816
C -24.239 12.669 6.192 0.691 -1.066 0.625
F -23.931 12.799 7.478 -0.096 -0.540 0.445
F -25.366 13.287 5.979 -1.468 0.503 -0.244
F -24.409 11.352 5.882 0.434 1.188 0.306
H -20.230 13.770 4.062 0.465 0.239 -0.132
H -19.664 13.836 5.742 -0.260 -0.151 0.114
H -19.406 15.256 4.822 -0.029 -0.102 -0.663
H -21.875 15.603 4.478 -0.473 -0.731 -0.319
H -21.234 15.861 5.993 -0.234 -0.361 0.561
C -20.960 13.515 -2.276 -0.789 0.534 -0.331
C -21.122 14.189 -0.924 0.756 0.231 -0.391
O -19.963 13.878 -0.133 2.289 0.093 2.175
C -19.009 14.818 0.225 -2.704 -0.547 -2.575
O -19.075 15.932 -0.225 0.996 -0.417 1.074
C -17.869 14.326 1.183 0.265 -0.484 0.308
F -17.739 12.993 1.394 -1.002 1.142 -0.195
F -16.669 14.718 0.759 -0.043 0.340 -0.601
F -18.083 14.961 2.343 -0.205 -0.433 0.118
H -21.989 13.430 -2.625 0.024 -0.357 -0.411
H -20.473 12.540 -2.288 -0.177 0.062 0.396
H -20.456 14.161 -2.996 0.197 0.008 0.144
H -21.996 13.825 -0.384 0.261 -0.140 0.132
H -21.216 15.267 -1.054 0.048 -0.012 0.112
C -19.103 18.245 2.464 -0.307 -0.303 -0.465
C -20.066 19.411 2.434 1.146 -0.463 -0.563
O -20.904 19.217 3.565 -1.167 -0.272 1.304
C -22.098 19.782 3.745 -0.311 2.350 -2.039
O -22.574 20.635 2.999 0.724 -1.878 1.680
C -22.862 19.312 5.057 1.006 0.575 -2.178
F -24.161 19.437 4.825 -0.006 -0.328 0.383
F -22.536 18.036 5.275 -0.379 0.080 0.709
F -22.526 20.096 6.077 0.022 -0.422 0.241
H -19.669 17.327 2.310 0.023 -0.115 0.126
H -18.537 18.151 3.391 0.095 0.216 -0.159
H -18.478 18.350 1.578 0.422 -0.105 0.220
H -20.548 19.360 1.458 -0.741 0.297 0.356
H -19.473 20.324 2.472 -0.520 0.359 0.387
C -14.471 10.446 2.070 -1.322 1.511 2.381
C -14.196 9.672 0.991 0.400 -1.106 -2.637
C -14.377 10.462 -0.127 0.663 -0.082 -0.938
N -14.726 11.715 0.275 -0.692 -0.137 0.521
C -14.909 11.684 1.628 1.023 0.308 0.557
H -14.431 10.111 3.096 -0.145 0.157 0.022
H -13.926 8.627 0.969 0.029 0.116 0.039
H -14.278 10.265 -1.184 0.169 -0.167 0.143
H -14.707 12.575 -0.255 -0.285 -0.446 -0.127
H -15.259 12.564 2.147 0.215 -0.133 0.092
C -12.065 17.155 9.681 -0.089 2.387 -0.221
C -12.708 16.506 10.740 -0.103 -0.234 0.222
C -13.609 17.392 11.271 -1.066 -0.840 0.595
N -13.589 18.553 10.558 0.537 0.022 1.027
C -12.574 18.483 9.675 1.030 -1.188 -1.130
H -11.295 16.767 9.030 0.030 0.119 0.129
H -12.474 15.518 11.106 -0.314 -0.002 -0.067
H -14.360 17.212 12.025 0.122 0.124 0.056
H -13.997 19.414 10.893 -0.002 -0.155 -0.283
H -12.234 19.392 9.201 -0.090 -0.281 -0.371
C -14.245 18.655 -0.442 0.794 1.625 -2.579
C -14.093 18.360 0.897 0.448 1.135 1.418
C -13.825 19.579 1.522 -1.247 -0.269 0.520
N -13.942 20.611 0.603 1.280 -1.330 0.156
C -13.998 20.026 -0.638 -1.584 -0.649 0.361
H -14.426 18.040 -1.311 0.063 -0.389 0.310
H -14.168 17.407 1.401 0.101 0.058 -0.083
H -13.725 19.741 2.586 -0.010 0.277 -0.067
H -13.980 21.602 0.795 0.324 -0.344 0.005
H -13.993 20.628 -1.534 -0.153 -0.141 0.058
C -17.063 21.326 9.545 -0.794 0.711 -0.519
C -16.385 20.108 9.450 0.325 -1.044 2.283
C -16.049 19.894 8.182 0.436 -1.851 -2.390
N -16.624 20.837 7.420 0.040 2.203 -0.382
C -17.159 21.798 8.251 -0.540 -0.032 0.070
H -17.564 21.724 10.415 0.283 0.187 -0.064
H -16.230 19.348 10.201 0.115 0.338 0.257
H -15.515 19.107 7.670 -0.039 -0.229 0.369
H -16.551 20.959 6.420 0.219 -0.205 0.284
H -17.578 22.708 7.850 -0.103 -0.158 0.065
C -9.362 19.269 3.484 0.288 -0.067 0.609
C -9.320 20.142 4.608 -0.059 0.324 0.103
C -9.997 21.298 4.280 0.442 -1.028 -0.067
N -10.450 21.118 2.992 -0.866 0.796 0.519
C -10.138 19.869 2.541 0.654 0.369 -0.813
H -8.801 18.350 3.405 -0.320 -0.093 -0.090
H -8.880 19.921 5.569 0.190 0.134 -0.107
H -10.129 22.191 4.873 -0.262 -0.025 -0.287
H -11.139 21.729 2.577 0.288 -0.174 -0.118
H -10.340 19.593 1.517 -0.157 -0.071 0.134
C -5.164 13.689 6.278 -0.429 -0.392 0.748
C -6.291 12.907 6.554 0.676 -0.263 -0.778
C -7.531 13.296 6.083 0.268 0.576 0.870
C -7.635 14.567 5.564 -0.637 0.848 -0.636
C -6.544 15.422 5.379 -0.711 -0.482 0.657
C -5.301 14.955 5.722 0.571 -0.187 0.043
H -4.225 13.308 6.653 0.276 0.209 -0.200
H -6.173 11.959 7.059 0.060 -0.069 0.070
H -8.433 12.753 6.324 0.012 -0.265 -0.225
H -8.638 14.896 5.332 -0.070 0.289 -0.156
H -6.628 16.478 5.167 -0.383 -0.056 -0.501
H -4.472 15.633 5.585 0.333 -0.204 0.111
C -10.661 21.727 8.103 -1.038 -1.327 -2.330
C -10.757 22.663 9.090 0.882 1.223 0.604
C -11.954 23.203 9.443 -1.605 -1.140 -0.925
C -13.131 22.750 8.739 -0.023 2.263 2.653
C -13.125 21.813 7.780 2.960 -1.936 -0.762
C -11.816 21.278 7.453 -1.370 1.223 0.096
H -9.735 21.388 7.662 0.343 0.009 0.410
H -9.886 23.153 9.500 0.373 -0.462 0.250
H -11.954 23.881 10.284 -0.526 0.310 -0.227
H -14.055 23.228 9.029 -0.296 -0.086 0.059
H -13.987 21.352 7.321 -0.171 0.480 -0.053
H -11.802 20.692 6.546 0.499 -0.549 0.181
C -12.803 12.800 8.128 1.176 0.012 -1.592
C -12.120 13.431 7.050 0.468 0.762 3.031
C -12.539 13.370 5.767 0.558 0.868 -0.672
C -13.579 12.579 5.512 -3.343 -2.569 -0.796
C -14.241 11.819 6.500 0.545 0.582 -0.970
C -13.834 11.937 7.798 -0.284 0.247 1.019
H -12.461 12.897 9.148 0.016 0.171 -0.007
H -11.305 14.108 7.254 0.218 0.007 0.370
H -12.146 14.002 4.985 0.383 -0.057 0.006
H -14.015 12.492 4.527 0.205 0.138 -0.341
H -15.082 11.180 6.276 -0.007 0.022 -0.301
H -14.396 11.427 8.566 0.098 -0.131 0.195
```
Forces are in eV/Å.

For the lowest unoccupied orbital energy, the calculation gives 0.0 eV. Its gap between HOMO and LUMO is 7.914 eV. The calculation puts the HOMO energy at -7.869 eV. The value obtained for the energy above the lowest of the compared OMol25 structures with the same formula, charge and spin is 63.61 kcal per mole. The net charge is 0. As for the SMILES: CCOC(=O)C(F)(F)F.CCOC(=O)C(F)(F)F.CCOC(=O)C(F)(F)F.CCOC(=O)C(F)(F)F.c1cc[nH]c1.c1cc[nH]c1.c1cc[nH]c1.c1cc[nH]c1.c1cc[nH]c1.c1ccccc1.c1ccccc1.c1ccccc1.